<one>
ORCA calculation (ωB97M-V with the def2-TZVPD basis set) on C3H2Cl2O as an isolated structure.

* net charge: 0
* HOMO-LUMO gap: 0.3727 hartree

Geometry as XYZ:
```
8
C3H2Cl2O (ωB97M-V with the def2-TZVPD basis set)
C -0.338 0.008 -0.136
C -1.444 0.496 0.397
C -1.834 0.699 2.354
O -1.069 0.282 3.136
Cl -2.736 1.047 -0.596
Cl -3.450 1.151 2.571
H -0.128 -0.100 -1.181
H 0.439 -0.281 0.492
```


<two>
ORCA calculation (ωB97M-V with the def2-TZVPD basis set) on a single C3H2Cl2O molecule.

* net charge: 0
* HOMO-LUMO gap (alpha / beta): 0.3242 / 0.3242 hartree
* SMILES: C=C(Cl)C(=O)Cl

Geometry as XYZ:
```
8
C3H2Cl2O (ωB97M-V with the def2-TZVPD basis set)
C -1.048 -0.759 0.002
C -0.240 0.234 0.130
Cl -0.988 1.724 0.504
C 1.235 0.281 -0.019
O 1.951 -1.022 -0.291
Cl 2.003 1.718 0.043
H -2.069 -0.494 -0.032
H -0.844 -1.682 -0.336
```


Top of the stability list: <one>, leading by 1.073 eV.


<one>
ORCA calculation (ωB97M-V with the def2-TZVPD basis set) on a 2-piece molecular cluster, H4N4O2 overall.

* net charge: 0
* HOMO-LUMO gap (alpha / beta): 0.3245 / 0.3246 hartree
* SMILES: [H]/N=N/N=[NH+]\[O-].O

Geometry as XYZ:
```
10
H4N4O2 (ωB97M-V with the def2-TZVPD basis set)
H -0.377 -2.967 0.629
N -0.392 -1.989 0.547
N 0.519 -1.487 -0.122
N 0.562 -0.289 -0.474
N 1.389 0.656 -0.319
O 2.151 0.859 0.645
H 1.306 1.316 -1.242
O -1.343 1.251 0.155
H -1.933 0.825 0.681
H -1.881 1.826 -0.500
```


<two>
ORCA calculation (ωB97M-V with the def2-TZVPD basis set) on a single H4N4O2 molecule.

* net charge: 0
* HOMO-LUMO gap: 0.3722 hartree
* SMILES: NNN[N+](=O)[O-]

Geometry as XYZ:
```
10
H4N4O2 (ωB97M-V with the def2-TZVPD basis set)
N 1.125 -1.346 -0.370
N -0.180 -0.813 -0.689
N -0.288 0.561 -0.459
N -0.813 1.099 0.670
O -0.951 0.294 1.558
O -1.060 2.274 0.695
H 1.739 -0.589 -0.606
H 1.325 -1.693 0.554
H -0.979 -1.100 -0.163
H 0.082 1.313 -1.191
```


Top of the stability list: <two>, leading by 0.506 eV.


<one>
ORCA calculation (ωB97M-V with the def2-TZVPD basis set) on a single C12H16N2O3 molecule.

* net charge: 0
* HOMO-LUMO gap: 0.3460 hartree
* SMILES: C[C@H](NC(=O)[C@@H](N)Cc1ccccc1)C(=O)O

Geometry as XYZ:
```
33
C12H16N2O3 (ωB97M-V with the def2-TZVPD basis set)
C 2.140 1.651 2.338
C 1.063 0.715 1.680
N 1.356 0.412 0.302
C 1.749 -0.800 -0.247
O 2.562 -0.760 -1.131
C 1.061 -2.132 0.036
N 0.323 -2.116 1.348
C 0.147 -2.399 -1.113
C -0.759 -1.246 -1.317
C -0.588 -0.260 -2.395
C -1.610 0.690 -2.590
C -2.812 0.712 -1.905
C -2.817 -0.117 -0.824
C -1.810 -1.043 -0.496
C -0.013 1.808 1.574
O 0.089 2.637 0.629
O -1.017 1.870 2.508
H 2.385 2.506 1.692
H 3.122 1.279 2.786
H 1.551 2.058 3.175
H 0.756 -0.111 2.293
H 1.714 1.245 -0.256
H 1.848 -2.921 -0.036
H 0.952 -2.337 2.151
H -0.251 -2.954 1.340
H 0.641 -2.477 -2.051
H -0.443 -3.290 -0.956
H 0.289 -0.178 -2.991
H -1.394 1.427 -3.389
H -3.531 1.463 -2.248
H -3.771 -0.347 -0.336
H -1.985 -1.683 0.372
H -1.219 2.794 2.426
```


<two>
ORCA calculation (ωB97M-V with the def2-TZVPD basis set) on a single C12H16N2O3 molecule.

* net charge: 0
* HOMO-LUMO gap: 0.3573 hartree
* SMILES: C[C@H](N)C(=O)N[C@@H](Cc1ccccc1)C(=O)O

Geometry as XYZ:
```
33
C12H16N2O3 (ωB97M-V with the def2-TZVPD basis set)
C -3.946 -1.528 -0.113
C -2.553 -1.120 -0.601
N -1.484 -2.084 -0.415
C -2.194 0.249 -0.046
O -3.055 1.115 0.100
N -0.864 0.448 0.114
C -0.325 1.603 0.739
C 1.065 1.358 1.363
C 2.000 0.449 0.604
C 2.862 0.973 -0.349
C 3.725 0.162 -1.066
C 3.847 -1.184 -0.745
C 2.948 -1.743 0.197
C 2.025 -0.948 0.857
C -0.245 2.785 -0.249
O 0.774 3.388 -0.509
O -1.422 3.161 -0.806
H -4.232 -2.467 -0.627
H -3.867 -1.692 0.961
H -4.696 -0.718 -0.253
H -2.623 -0.975 -1.661
H -1.434 -2.752 -1.208
H -1.652 -2.592 0.436
H -0.293 -0.311 -0.184
H -1.041 1.951 1.535
H 0.934 0.970 2.410
H 1.510 2.351 1.528
H 2.868 2.040 -0.559
H 4.457 0.646 -1.763
H 4.601 -1.855 -1.191
H 3.083 -2.795 0.438
H 1.333 -1.388 1.596
H -2.106 2.500 -0.533
```


<three>
ORCA calculation (ωB97M-V with the def2-TZVPD basis set) on a single C12H16N2O3 molecule.

* net charge: 0
* HOMO-LUMO gap: 0.3627 hartree
* SMILES: C[C@H](NC(=O)[C@@H](N)Cc1ccccc1)C(=O)O

Geometry as XYZ:
```
33
C12H16N2O3 (ωB97M-V with the def2-TZVPD basis set)
C 1.256 -0.267 3.261
C 1.091 -0.093 1.586
N 2.240 -0.759 0.930
C 1.992 -0.561 -0.511
O 2.632 0.236 -1.150
C 1.012 -1.523 -1.227
N 0.516 -2.615 -0.224
C -0.051 -1.012 -2.292
C -1.092 -0.102 -1.583
C -1.295 1.185 -2.073
C -2.149 2.040 -1.447
C -2.882 1.694 -0.422
C -2.822 0.349 -0.038
C -1.968 -0.587 -0.613
C 1.036 1.378 1.340
O 2.090 2.071 1.328
O -0.116 1.712 0.716
H 1.744 -1.183 3.415
H 0.402 -0.442 3.890
H 1.911 0.548 3.652
H 0.104 -0.374 1.300
H 2.885 -0.089 1.281
H 1.854 -2.008 -1.865
H 0.801 -2.196 0.601
H 1.076 -3.438 -0.189
H 0.305 -0.201 -3.058
H -0.405 -1.868 -2.938
H -0.816 1.369 -3.086
H -2.247 3.163 -1.826
H -3.604 2.507 -0.008
H -3.399 0.043 0.821
H -1.837 -1.644 -0.218
H -0.265 2.665 0.647
```


Top of the stability list: <two>, leading by 2.215 eV.


<one>
ORCA calculation (ωB97M-V with the def2-TZVPD basis set) on CH3ClN2O2 as an isolated structure.

* net charge: 0
* HOMO-LUMO gap (alpha / beta): 0.2827 / 0.2827 hartree

Geometry as XYZ:
```
9
CH3ClN2O2 (ωB97M-V with the def2-TZVPD basis set)
C -0.700 1.270 -0.495
N 0.600 0.803 -0.724
N 1.353 -0.111 -0.532
O 1.331 -1.055 0.356
O 0.217 -1.841 1.443
Cl 0.211 -3.487 1.300
H -0.829 1.515 0.505
H -0.767 2.310 -1.054
H -1.416 0.597 -0.800
```


<two>
ORCA calculation (ωB97M-V with the def2-TZVPD basis set) on a single CH3ClN2O2 molecule.

* net charge: 0
* HOMO-LUMO gap: 0.3691 hartree
* SMILES: [O-]/[N+](CCl)=N\O

Geometry as XYZ:
```
9
CH3ClN2O2 (ωB97M-V with the def2-TZVPD basis set)
O 0.848 -0.742 -1.203
N 0.231 -0.086 -0.310
C -1.225 0.110 -0.432
Cl -2.135 -1.155 0.387
N 0.767 0.307 0.755
O 2.117 0.055 0.770
H -1.643 1.079 0.020
H -1.354 0.099 -1.584
H 2.395 0.332 1.597
```


Top of the stability list: <two>, leading by 4.309 eV.


<one>
ORCA calculation (ωB97M-V with the def2-TZVPD basis set) on a single CH3ClN2O2 molecule.

* net charge: 0
* HOMO-LUMO gap: 0.3828 hartree
* SMILES: C/N=[N+](/[O-])OCl

Geometry as XYZ:
```
9
CH3ClN2O2 (ωB97M-V with the def2-TZVPD basis set)
C -0.082 -0.108 0.157
N -1.011 -1.173 0.365
N -2.161 -1.112 0.031
O -3.060 -1.863 0.168
O -2.537 0.199 -0.724
Cl -3.621 1.078 0.194
H -0.067 0.218 -0.884
H -0.352 0.749 0.777
H 0.900 -0.472 0.446
```


<two>
ORCA calculation (ωB97M-V with the def2-TZVPD basis set) on a 2-piece molecular cluster, CH3ClN2O2 overall.

* net charge: 0
* HOMO-LUMO gap: 0.3894 hartree
* SMILES: N=C=O.ONCl

Geometry as XYZ:
```
9
CH3ClN2O2 (ωB97M-V with the def2-TZVPD basis set)
N 1.800 -1.431 -0.265
C 1.944 -0.370 0.251
O 2.247 0.657 0.689
H 1.061 -2.097 -0.336
O -1.203 1.537 0.303
N -1.442 0.464 -0.545
Cl -1.837 -0.997 0.396
H -0.256 1.525 0.523
H -2.314 0.712 -1.015
```


<three>
ORCA calculation (ωB97M-V with the def2-TZVPD basis set) on a single CH3ClN2O2 molecule.

* net charge: 0
* HOMO-LUMO gap: 0.3485 hartree
* SMILES: C/N=[N+](/[O-])OCl

Geometry as XYZ:
```
9
CH3ClN2O2 (ωB97M-V with the def2-TZVPD basis set)
C 1.320 -0.183 -0.055
N 0.470 0.918 -0.262
N -0.754 0.860 -0.135
O -1.665 1.589 -0.348
O -1.316 -0.623 0.359
Cl -3.033 -1.018 0.584
H 1.443 -0.569 1.039
H 1.095 -1.059 -0.802
H 2.440 0.086 -0.380
```


Top of the stability list: <two>, leading by 3.421 eV.


<one>
ORCA calculation (ωB97M-V with the def2-TZVPD basis set) on a single C2H8N2 molecule.

* net charge: 0
* HOMO-LUMO gap: 0.3650 hartree
* SMILES: CNCN

Geometry as XYZ:
```
12
C2H8N2 (ωB97M-V with the def2-TZVPD basis set)
C -0.059 -1.458 -0.973
N 0.542 -0.263 -0.373
C -0.365 0.667 0.352
N 0.437 1.562 1.128
H -0.281 -1.269 -2.101
H -1.060 -1.708 -0.515
H 0.545 -2.365 -0.807
H 1.256 -0.615 0.290
H -0.889 1.228 -0.507
H -1.030 0.084 0.951
H 0.922 2.157 0.560
H -0.017 1.980 1.995
```


<two>
ORCA calculation (ωB97M-V with the def2-TZVPD basis set) on a single C2H8N2 molecule.

* net charge: 0
* HOMO-LUMO gap: 0.3695 hartree
* SMILES: CNCN

Geometry as XYZ:
```
12
C2H8N2 (ωB97M-V with the def2-TZVPD basis set)
C -1.595 -0.296 0.463
N -0.469 0.465 -0.063
C 0.824 -0.154 0.208
N 1.899 0.558 -0.445
H -2.444 -0.232 -0.217
H -1.377 -1.367 0.501
H -1.900 0.074 1.432
H -0.573 0.663 -1.049
H 0.848 -1.194 -0.143
H 0.957 -0.096 1.295
H 2.217 0.084 -1.278
H 1.613 1.494 -0.706
```


<three>
ORCA calculation (ωB97M-V with the def2-TZVPD basis set) on a single C2H8N2 molecule.

* net charge: 0
* HOMO-LUMO gap: 0.3798 hartree
* SMILES: NCCN

Geometry as XYZ:
```
12
C2H8N2 (ωB97M-V with the def2-TZVPD basis set)
N -2.011 -0.160 -0.083
C -0.561 -0.528 0.006
C 0.578 0.493 0.017
N 1.728 -0.360 -0.227
H -2.154 0.667 0.599
H -2.198 0.311 -1.077
H -0.325 -1.051 -0.842
H -0.262 -1.106 0.924
H 0.646 0.946 1.033
H 0.259 1.307 -0.661
H 2.687 0.144 -0.447
H 1.613 -0.663 0.758
```


Top of the stability list: <two>, leading by 0.418 eV.